1.
Computed, not measured: C33H32BrGaN4O4PS as an isolated structure, with ωB97M-V/def2-TZVPD.

## Properties
molar mass: 761.311 g/mol
energy relative to the best compared isomer or geometry (same formula, charge and spin): 0.0000 eV
E: -7034.9605 Eh
strongest force on any atom: 0.17 eV Å⁻¹
total charge: +1
2S+1: 1

Structure (XYZ):
```
77
Properties=species:S:1:pos:R:3:mulliken_charge:R:1
Ga -0.0642 0.9010 0.3521 0.4631
O 1.3811 -3.9162 -0.1272 -0.7004
C 0.9137 -3.9157 1.1541 0.5121
C 0.5652 -5.1535 1.6835 -0.6323
C 0.0227 -5.2342 2.9522 -0.3842
C -0.1873 -4.0838 3.7045 -0.9663
C 0.1753 -2.8560 3.1804 -0.4698
C 0.7522 -2.7562 1.9151 0.5910
C 1.0930 -1.4173 1.3151 -0.7057
O 0.0214 -0.9394 0.5600 0.3095
N 1.4015 -0.4370 2.3705 -0.4827
N 1.4342 0.8431 1.8504 0.6311
C 2.3347 1.6641 2.2191 -0.3571
C 2.3704 3.0786 1.8615 -0.1741
Br 0.7107 3.9845 1.7038 -0.1298
C 3.5096 3.7619 1.7411 -0.6981
C 4.8391 3.1399 1.7554 0.3550
C 5.8842 3.7639 2.4406 -0.4684
C 7.1392 3.1828 2.4784 -0.5203
C 7.3731 1.9857 1.8116 -0.4501
C 6.3508 1.3777 1.0991 -0.6637
C 5.0882 1.9515 1.0676 -0.3267
H 1.4616 -3.0197 -0.4683 0.3654
H 0.7180 -6.0363 1.0772 0.4572
H -0.2457 -6.2020 3.3550 0.3965
H -0.6189 -4.1481 4.6938 0.4323
H 0.0304 -1.9502 3.7550 0.4247
H 1.9729 -1.5077 0.6544 0.5081
H 2.2508 -0.6720 2.8798 0.3120
H 3.1417 1.3161 2.8651 0.6880
H 3.4616 4.8369 1.6110 0.4627
H 5.7040 4.7014 2.9523 0.4348
H 7.9402 3.6669 3.0207 0.3918
H 8.3583 1.5393 1.8322 0.3894
H 6.5407 0.4656 0.5490 0.4137
H 4.3054 1.5115 0.4606 0.6391
O 1.8428 2.8825 -2.5392 -0.6362
C 0.9722 2.3979 -1.8700 0.4678
O 1.1864 1.8198 -0.6986 -0.1850
C -0.4922 2.4388 -2.3262 -1.0470
P -1.2844 0.8841 -1.8198 0.7071
C -3.0698 1.0612 -2.0809 0.8251
C -3.7432 2.1267 -1.4815 -0.6280
C -5.1135 2.2656 -1.6417 -0.7164
C -5.8249 1.3373 -2.3923 -0.6345
C -5.1605 0.2735 -2.9863 -0.7339
C -3.7874 0.1341 -2.8343 -0.3970
C -0.6818 -0.4084 -2.9234 0.0457
C -0.1081 -0.1299 -4.1610 -0.4479
C 0.3590 -1.1661 -4.9567 -0.7882
C 0.2538 -2.4798 -4.5238 -0.6370
C -0.3103 -2.7642 -3.2862 -0.6970
C -0.7678 -1.7314 -2.4841 -0.1846
H -0.5540 2.6691 -3.3869 0.4913
H -0.9921 3.2433 -1.7775 0.5193
H -3.1986 2.8558 -0.8923 0.3695
H -5.6256 3.1075 -1.1935 0.4564
H -6.8927 1.4517 -2.5238 0.4046
H -5.7083 -0.4439 -3.5829 0.4218
H -3.2741 -0.6886 -3.3162 0.4153
H -0.0080 0.8888 -4.5112 0.3276
H 0.8096 -0.9436 -5.9143 0.4422
H 0.6211 -3.2840 -5.1473 0.4066
H -0.3764 -3.7871 -2.9395 0.4863
H -1.1707 -1.9492 -1.5026 0.3830
S -1.8204 1.6936 1.6805 -0.4472
C -2.9502 0.4294 1.3737 0.1696
N -4.2649 0.5900 1.5523 -0.0789
C -4.9965 -0.5467 0.9777 -0.2047
C -3.8942 -1.6144 0.9124 -0.6728
N -2.6809 -0.7944 0.9586 0.3295
H -4.6593 1.5133 1.6210 0.3301
H -5.3624 -0.2839 -0.0173 0.0354
H -5.8299 -0.8412 1.6093 0.3771
H -3.9352 -2.2035 -0.0007 0.3470
H -3.9197 -2.2844 1.7733 0.3827
H -1.7167 -1.1464 0.9265 -0.0525
```



2.
Computed, not measured: a 2-piece molecular cluster, CH4FNO2 overall in a non-equilibrium geometry, with ωB97M-V/def2-TZVPD.

## Properties
molar mass: 81.046 g/mol
energy relative to the best compared isomer or geometry (same formula, charge and spin): 6.2908 eV
E: -345.4092 Eh
strongest force on any atom: 5.90 eV Å⁻¹
total charge: 0
2S+1: 1

Structure (XYZ):
```
9
Properties=species:S:1:pos:R:3:mulliken_charge:R:1
C 0.6669 -0.0142 -0.5153 0.1717
N -1.7232 0.8422 -0.2599 -0.4089
O 1.6403 0.7299 -0.0291 -0.3491
O 0.3190 -1.2217 -0.0599 -0.4498
F -2.1316 -0.4931 0.1605 -0.2914
H 0.2615 0.1221 -1.5690 0.3565
H -1.4535 1.1031 0.6825 0.2125
H 1.9110 0.2650 0.7597 0.3577
H -0.5416 -1.5891 -0.1704 0.4008
```



Question: energy relative to the best compared isomer or geometry (same formula, charge and spin) of number 2 (CH4FNO2)?
Answer: 6.2908 eV